*A*
6
Properties=species:S:1:pos:R:3:nbo_charge:R:1 method="wB97M-V/def2-TZVPD" molar_mass_g_mol=91.09 homo_lumo_gap_ev=8.8 lumo_energy_ev=0.008
C -0.20 -0.85 0.08 0.687
N -0.74 0.30 0.19 -0.802
O -0.14 -2.00 -0.12 -0.494
O 1.70 1.20 -0.71 -0.890
S 1.05 0.73 0.50 1.077
H -1.68 0.63 0.05 0.423


*B*
6
Properties=species:S:1:pos:R:3:nbo_charge:R:1 method="wB97M-V/def2-TZVPD" molar_mass_g_mol=91.09 homo_lumo_gap_ev=8.5 lumo_energy_ev=-1.145 smiles="O=[N+]([O-])C=S"
O 1.11 -1.51 0.06 -0.312
N 0.87 -0.40 0.03 0.547
O 1.57 0.53 0.29 -0.372
C -0.82 0.19 -0.18 -0.348
S -1.09 1.59 0.39 0.263
H -1.63 -0.40 -0.59 0.222


The most stable arrangement is *A*, and the next structure is 255.6 kJ/mol less stable.


*A*
7
Properties=species:S:1:pos:R:3:nbo_charge:R:1 method="wB97M-V/def2-TZVPD" molar_mass_g_mol=174.94 homo_lumo_gap_ev=9.9 lumo_energy_ev=0.223
H 0.99 -1.02 -0.93 0.358
N 0.76 -0.96 0.04 -0.594
C -0.36 -0.64 0.44 -0.029
I -2.23 -0.67 -0.53 0.076
H -0.32 -0.49 1.53 0.185
F 0.63 1.64 -0.76 -0.569
H 0.54 2.14 0.21 0.571


*B*
7
Properties=species:S:1:pos:R:3:nbo_charge:R:1 method="wB97M-V/def2-TZVPD" molar_mass_g_mol=174.94 homo_lumo_gap_ev="5.8 / 5.8" lumo_energy_ev="-2.133 / -2.132"
C -0.12 -1.29 0.43 -0.305
N -0.10 1.32 -0.13 -0.311
F -0.94 1.37 -1.21 -0.267
I 1.63 2.20 -0.56 0.297
H 0.44 -1.09 -0.40 0.193
H 0.35 -1.16 1.38 0.183
H -1.27 -1.35 0.48 0.210


The most stable arrangement is *A*, and the next structure is 530.9 kJ/mol less stable.


*A*
22
Properties=species:S:1:pos:R:3:nbo_charge:R:1 method="wB97M-V/def2-TZVPD" molar_mass_g_mol=120.17 total_charge=-1 homo_lumo_gap_ev=6.0 lumo_energy_ev=3.701
C -1.47 -0.38 -1.88 -0.626
C -0.64 0.65 -1.10 -0.208
N -0.25 0.28 0.26 -0.462
C -1.37 0.32 1.20 -0.438
C 0.94 1.03 0.71 -0.301
C 1.77 0.05 1.63 -0.002
O 1.10 -0.23 2.76 -0.980
H -0.83 -0.84 -2.64 0.209
H -2.37 0.04 -2.35 0.187
H -1.85 -1.16 -1.22 0.210
H 0.28 1.00 -1.57 0.201
H -1.31 1.53 -1.16 0.131
H -1.84 -0.67 1.18 0.181
H -2.07 1.14 1.00 0.139
H -0.95 0.44 2.19 0.271
H 1.66 1.24 -0.09 0.179
H 0.72 1.81 1.43 0.180
H 2.82 0.38 1.99 0.094
H 1.81 -0.89 1.02 0.062
H 1.00 -2.54 -1.55 0.456
H 1.30 -1.43 -0.46 0.494
O 1.55 -1.76 -1.34 -0.978


*B*
22
Properties=species:S:1:pos:R:3:nbo_charge:R:1 method="wB97M-V/def2-TZVPD" molar_mass_g_mol=120.17 total_charge=-1 homo_lumo_gap_ev=7.2 lumo_energy_ev=3.635
C 1.10 -0.84 -0.28 -0.047
O 1.82 -1.64 -1.18 -0.875
C 0.16 0.38 -1.10 -0.072
C -0.79 1.25 -0.09 -0.397
C -1.42 0.44 1.08 -0.427
C -1.19 1.15 2.40 -0.609
N 1.05 1.33 -1.75 -0.870
H 1.94 -0.24 0.04 0.130
H 0.46 -1.23 0.48 0.127
H -0.51 -0.30 -1.75 0.169
H -1.67 1.57 -0.71 0.183
H -0.24 1.99 0.38 0.191
H -1.00 -0.59 1.21 0.209
H -2.46 0.34 0.70 0.192
H -0.76 2.24 2.22 0.178
H -0.37 0.73 2.99 0.212
H -2.07 1.41 2.90 0.201
H 2.04 1.18 -1.59 0.365
H 0.88 1.35 -2.68 0.348
H 0.34 -3.63 -1.02 0.415
H 1.56 -2.89 -1.04 0.485
O 1.14 -4.00 -1.20 -1.108


*C*
22
Properties=species:S:1:pos:R:3:nbo_charge:R:1 method="wB97M-V/def2-TZVPD" molar_mass_g_mol=120.17 total_charge=-1 homo_lumo_gap_ev=6.8 lumo_energy_ev=3.778
C 0.87 0.81 2.03 -0.405
C 1.36 -0.58 1.72 -0.610
C -0.21 1.29 1.10 -0.209
N 0.36 1.56 -0.23 -0.657
C -0.59 1.30 -1.39 -0.272
C -0.31 -0.15 -2.12 0.002
O -1.35 -0.98 -2.03 -0.942
H 1.66 1.52 2.07 0.187
H 0.43 0.69 3.04 0.190
H 0.49 -1.25 1.70 0.217
H 1.95 -0.96 2.48 0.191
H 1.79 -0.76 0.80 0.204
H -0.97 0.46 1.16 0.170
H -0.70 2.22 1.41 0.170
H 1.20 1.02 -0.24 0.342
H -1.64 1.25 -1.12 0.195
H -0.46 2.06 -2.11 0.155
H 0.67 -0.51 -1.64 0.057
H -0.17 0.05 -3.13 0.102
H -1.29 -3.66 -1.59 0.443
H -1.51 -2.20 -1.10 0.512
O -1.56 -3.17 -0.81 -1.040


The most stable arrangement is *C*, and the next structure is 75.6 kJ/mol less stable.


*A*
22
Properties=species:S:1:pos:R:3:nbo_charge:R:1 method="wB97M-V/def2-TZVPD" molar_mass_g_mol=120.17 total_charge=-1 homo_lumo_gap_ev=7.6 lumo_energy_ev=4.178
C -0.80 -0.40 -1.92 -0.206
N -1.01 0.42 -0.74 -0.659
C -1.24 -0.39 0.47 -0.216
C -0.76 0.36 1.71 -0.447
C 0.64 -0.11 2.14 -0.028
O 1.52 -0.12 1.08 -0.937
C 0.56 -1.12 -1.99 -0.653
H -1.61 -1.09 -2.01 0.162
H -0.92 0.24 -2.79 0.168
H -0.16 0.97 -0.60 0.403
H -2.33 -0.52 0.50 0.153
H -0.82 -1.40 0.43 0.164
H -0.69 1.41 1.40 0.210
H -1.48 0.37 2.54 0.172
H 0.98 0.66 2.87 0.111
H 0.51 -1.09 2.63 0.104
H 1.02 -1.17 -2.97 0.181
H 1.22 -0.62 -1.34 0.253
H 0.48 -2.07 -1.53 0.195
H 2.13 2.42 -0.37 0.445
H 1.44 1.14 0.43 0.494
O 1.32 2.11 0.05 -1.069


*B*
22
Properties=species:S:1:pos:R:3:nbo_charge:R:1 method="wB97M-V/def2-TZVPD" molar_mass_g_mol=120.17 total_charge=-1 homo_lumo_gap_ev=7.3 lumo_energy_ev=3.756
C -2.44 -0.85 -0.51 -0.654
C -1.77 -0.52 0.84 -0.220
N -0.35 -0.79 1.05 -0.624
C 0.59 1.44 1.36 -0.622
C 0.60 0.19 0.45 -0.096
C 0.51 0.58 -1.02 -0.088
O 1.33 -0.25 -1.85 -0.901
H -3.46 -1.17 -0.35 0.195
H -1.81 -1.61 -0.99 0.216
H -2.25 -0.09 -1.28 0.214
H -2.31 -1.09 1.61 0.168
H -1.94 0.53 1.04 0.178
H -0.18 -1.68 0.63 0.350
H 0.21 1.22 2.36 0.200
H 1.60 1.85 1.40 0.211
H -0.11 2.22 1.04 0.182
H 1.55 -0.32 0.61 0.228
H -0.50 0.43 -1.43 0.141
H 0.89 1.59 -1.21 0.137
H 2.41 -0.53 -1.22 0.480
H 3.96 -0.33 -1.61 0.426
O 3.50 -0.83 -0.92 -1.122


*C*
22
Properties=species:S:1:pos:R:3:nbo_charge:R:1 method="wB97M-V/def2-TZVPD" molar_mass_g_mol=120.17 total_charge=-1 homo_lumo_gap_ev=6.8 lumo_energy_ev=3.659
C -0.58 0.22 -0.62 -0.231
N -1.65 -0.60 -0.15 -0.692
C -1.68 -1.94 -0.99 0.127
O -0.45 -2.48 -1.13 -0.982
C -0.53 1.66 -0.09 -0.391
C 0.98 2.12 0.02 -0.406
C 1.55 2.12 1.40 -0.639
H 0.45 -0.16 -0.42 0.168
H -0.53 0.24 -1.72 0.185
H -1.34 -0.95 0.79 0.331
H -2.42 -2.57 -0.45 0.090
H -1.92 -1.80 -2.10 0.106
H -1.14 1.89 0.78 0.200
H -0.99 2.36 -0.92 0.174
H 1.51 1.50 -0.68 0.209
H 1.11 3.12 -0.41 0.179
H 1.24 2.69 2.25 0.211
H 2.65 1.91 1.37 0.205
H 1.24 1.17 1.95 0.207
H 0.82 -3.15 -0.33 0.525
H 0.44 -3.83 0.95 0.446
O 1.25 -3.56 0.50 -1.024


*D*
22
Properties=species:S:1:pos:R:3:nbo_charge:R:1 method="wB97M-V/def2-TZVPD" molar_mass_g_mol=120.17 total_charge=-1 homo_lumo_gap_ev=7.4 lumo_energy_ev=4.104
C -1.60 -0.43 1.72 -0.402
N -0.19 -0.58 1.51 -0.669
C 0.00 -0.78 -2.37 -0.613
C -0.46 -0.35 -0.96 -0.436
C 0.40 -0.90 0.17 -0.069
C 1.81 -0.15 0.21 -0.029
O 1.77 1.21 0.25 -0.955
H -2.07 0.08 0.88 0.170
H -1.87 0.23 2.55 0.192
H -2.08 -1.41 1.83 0.154
H 0.33 0.20 1.88 0.375
H -0.30 -1.82 -2.53 0.181
H -0.42 -0.13 -3.14 0.195
H 1.10 -0.67 -2.29 0.215
H -0.39 0.71 -0.81 0.242
H -1.53 -0.58 -0.87 0.173
H 0.53 -1.98 0.12 0.151
H 2.27 -0.54 1.13 0.109
H 2.42 -0.52 -0.65 0.099
H 0.18 3.59 0.27 0.449
H 0.40 2.03 0.56 0.514
O -0.28 2.79 0.55 -1.045


The most stable arrangement is *A*, and the next structure is 15.7 kJ/mol less stable.


*A*
17
Properties=species:S:1:pos:R:3:nbo_charge:R:1 method="wB97M-V/def2-TZVPD" molar_mass_g_mol=136.58 homo_lumo_gap_ev=10.1 lumo_energy_ev=0.777 smiles=COC[C@@H]1[C@@H](O)[C@H]1Cl
C 3.33 -0.96 -0.36 -0.313
O 2.72 0.29 0.47 -0.610
C 1.48 1.06 -0.14 -0.050
C 0.02 0.34 -0.24 -0.316
C -1.12 1.15 0.39 0.074
O -2.03 1.67 -0.50 -0.693
C -0.86 -0.28 0.72 -0.211
Cl -1.83 -1.53 -0.06 -0.033
H 2.46 -1.84 -0.26 0.188
H 3.28 -0.55 -1.57 0.211
H 4.26 -1.24 0.35 0.239
H 1.35 1.91 0.61 0.194
H 1.72 1.54 -1.04 0.185
H -0.32 -0.19 -1.14 0.235
H -0.85 2.14 0.98 0.208
H -2.77 0.99 -0.48 0.473
H -0.63 -0.38 1.66 0.219


*B*
17
Properties=species:S:1:pos:R:3:nbo_charge:R:1 method="wB97M-V/def2-TZVPD" molar_mass_g_mol=136.58 homo_lumo_gap_ev=10.0 lumo_energy_ev=0.577
C -0.97 2.09 -0.33 -0.645
C -0.83 0.56 -0.27 -0.046
C -2.08 -0.31 -0.44 -0.089
O -2.38 -1.10 0.71 -0.722
C 0.36 0.01 0.00 -0.007
Cl 1.77 1.00 0.35 -0.041
C 0.62 -1.42 0.14 -0.127
O 1.72 -1.85 -0.63 -0.702
H -0.57 2.60 0.53 0.231
H -0.52 2.45 -1.24 0.231
H -2.05 2.35 -0.45 0.212
H -2.96 0.36 -0.69 0.176
H -1.92 -1.05 -1.27 0.196
H -2.20 -0.62 1.54 0.472
H -0.24 -1.96 -0.32 0.211
H 0.63 -1.69 1.19 0.181
H 2.49 -1.34 -0.33 0.469


The most stable arrangement is *B*, and the next structure is 440.6 kJ/mol less stable.


*A*
14
Properties=species:S:1:pos:R:3:nbo_charge:R:1 method="wB97M-V/def2-TZVPD" molar_mass_g_mol=105.57 homo_lumo_gap_ev=9.2 lumo_energy_ev=0.138
C -1.30 0.95 0.16 -0.584
C -0.06 -0.05 -0.22 0.015
C 1.29 0.65 -0.40 -0.382
C -0.12 -1.28 0.67 -0.271
H -1.05 0.98 1.57 0.242
H -0.88 2.60 -0.32 0.167
H -2.30 0.42 -0.31 0.245
H 1.16 1.38 0.30 0.207
H 1.69 0.96 -1.47 0.247
H 1.00 -1.69 0.78 0.228
H -0.93 -1.56 1.21 0.202
H -1.02 -1.76 -1.24 0.369
N -0.26 -1.40 -0.80 -0.633
Cl 2.76 -0.20 0.07 -0.052


*B*
14
Properties=species:S:1:pos:R:3:nbo_charge:R:1 method="wB97M-V/def2-TZVPD" molar_mass_g_mol=105.57 homo_lumo_gap_ev="9.7 / 7.6" lumo_energy_ev="0.608 / -0.099"
C 1.31 0.62 -0.27 -0.036
C 2.67 1.00 0.26 -0.655
C -2.11 -1.44 0.27 -0.685
C -2.06 -0.22 -0.54 -0.192
N 1.01 -0.22 -1.09 -0.232
Cl -1.74 1.25 0.17 0.045
H 0.49 1.24 0.20 0.191
H 3.42 0.36 -0.18 0.225
H 2.68 0.90 1.34 0.227
H 2.87 2.04 0.00 0.229
H -3.15 -1.79 0.40 0.222
H -1.57 -2.25 -0.22 0.235
H -1.69 -1.28 1.26 0.224
H -2.14 -0.22 -1.61 0.201


*C*
14
Properties=species:S:1:pos:R:3:nbo_charge:R:1 method="wB97M-V/def2-TZVPD" molar_mass_g_mol=105.57 homo_lumo_gap_ev=10.0 lumo_energy_ev=0.965 smiles="C=C(Cl)[C@@H](C)N"
C 1.83 1.21 -0.06 -0.430
C 1.07 0.17 0.02 -0.011
Cl 1.85 -1.36 -0.04 -0.016
C -0.42 0.01 0.13 -0.078
C -1.24 -0.58 -1.09 -0.604
N -0.63 -0.63 1.34 -0.837
H 1.52 2.24 0.08 0.219
H 2.77 0.89 -0.42 0.221
H -0.81 1.07 0.27 0.156
H -1.26 -1.66 -1.19 0.223
H -2.33 -0.33 -0.88 0.207
H -0.81 -0.05 -1.89 0.217
H -0.01 -0.25 2.10 0.368
H -1.54 -0.72 1.64 0.364


The most stable arrangement is *C*, and the next structure is 203.6 kJ/mol less stable.